12
Properties=species:S:1:pos:R:3 method="wB97M-V/def2-TZVPD" charge=0 lumo_energy_ev=0.9482 gap_ev=9.994 smiles="C=C=O.CC=O" e_homo_ev=-9.0 fmax_ha_per_bohr=0.019
C 0.505 -1.692 2.197
C 1.109 -1.699 1.034
O 1.654 -1.716 -0.001
H 0.970 -2.164 3.051
H -0.451 -1.190 2.267
C -0.592 1.797 -1.492
C -0.492 0.442 -0.857
O -0.973 0.146 0.214
H 0.418 2.197 -1.651
H -1.163 2.472 -0.853
H -1.068 1.716 -2.477
H 0.083 -0.309 -1.433



12
Properties=species:S:1:pos:R:3 method="wB97M-V/def2-TZVPD" charge=0 lumo_energy_ev=0.8500 gap_ev=10.934 smiles="C[C@@]1(C=O)CO1" e_homo_ev=-10.1 fmax_ha_per_bohr=0.010
C -0.090 1.264 -0.646
C 0.048 -0.005 0.152
C -1.173 -0.494 0.877
O -2.293 -0.112 0.643
C 1.050 -1.038 -0.165
O 1.234 -0.165 0.928
H -0.064 2.127 0.025
H 0.722 1.365 -1.371
H -1.050 1.269 -1.170
H -0.956 -1.256 1.656
H 0.871 -2.083 0.094
H 1.702 -0.871 -1.022



12
Properties=species:S:1:pos:R:3 method="wB97M-V/def2-TZVPD" charge=0 lumo_energy_ev=0.3616 gap_ev=8.924 e_homo_ev=-8.6 fmax_ha_per_bohr=0.012
C 1.700 0.208 -0.574
O 1.081 0.758 0.601
C 0.511 -0.432 0.962
C -0.708 -0.676 0.148
C -1.745 0.317 0.495
O -1.200 0.271 -0.803
H 1.130 0.455 -1.469
H 2.737 0.528 -0.603
H 1.730 -0.889 -0.415
H -1.007 -1.709 -0.026
H -1.454 1.189 1.081
H -2.775 -0.019 0.602



We obtain energy above the lowest of the compared OMol25 structures with the same formula, charge and spin values of 38.8; 40.5; 134.1 kcal/mol for the records listed above, in that order.
We obtain DFT total energy values of -306.44452; -306.44181; -306.29263 Ha for the records listed above, in that order.